1.
Here is a molecular structure, C47H54BIrN11OPS3 from the OMol25 dataset. Energies are from the ωB97M-V functional and the def2-TZVPD basis.

Last column: Mulliken spin population.
Element x y z (Å)
1 Ir -0.204639 -0.258553 -0.211571  0.0053
2 S 1.358425 0.909244 -1.353159  -0.0010
3 S 1.276590 -1.843031 0.694484  -0.0004
4 S -1.855411 0.154090 1.337984  -0.0036
5 P -1.721384 0.987175 -1.639419  -0.0010
6 O -2.436031 -2.871714 0.536770  0.1598
7 N -3.554086 -2.368364 0.563145  0.0458
8 N 0.432114 3.074043 2.449979  0.0002
9 N -1.708701 -0.076042 -2.946793  0.0006
10 N -6.234454 -1.304622 -0.319503  0.0132
11 N -0.851056 -1.826163 -1.678969  0.0020
12 N -3.905898 -5.084752 -1.613535  0.0267
13 N 0.939689 -0.194805 2.680392  -0.0004
14 N 0.813247 0.296710 3.909613  0.0000
15 N -0.106716 1.940627 2.020027  -0.0004
16 N 2.994309 1.574108 2.119506  -0.0003
17 N 2.197825 1.269007 1.093022  -0.0004
18 C 0.938621 0.053949 6.322177  0.0007
19 C 0.255674 5.196426 3.617138  -0.0001
20 C -0.093648 -0.798944 7.075137  0.0000
21 C 4.670327 2.075446 0.514512  0.0000
22 C -2.204342 2.323327 3.054459  0.0007
23 C -0.322970 3.860742 3.185952  -0.0002
24 C 6.429743 1.495868 2.876369  0.0000
25 C -0.232682 5.562256 5.024938  0.0001
26 C 3.853687 1.770037 -0.537457  0.0008
27 C -1.361561 1.568136 2.218144  0.0000
28 C 5.131243 2.306241 3.016808  0.0004
29 C 4.271871 1.829262 -1.972013  -0.0004
30 C 1.617463 -2.340040 3.423491  0.0009
31 C -0.511605 3.551921 -1.984203  0.0000
32 C 1.087420 -0.498591 4.917448  -0.0016
33 C -3.451704 1.055688 -1.090475  0.0069
34 C -1.317266 -1.403835 -2.867133  -0.0006
35 C 4.217378 1.970141 1.855379  -0.0005
36 C -5.959969 1.062429 0.098858  0.0024
37 C -3.582990 1.859397 3.401310  -0.0003
38 C 5.448874 3.809270 2.954170  0.0000
39 C -4.520757 -3.034517 -0.180691  0.0461
40 C -5.786987 -2.507993 -0.225005  0.6225
41 C 1.500087 -1.834853 4.690899  -0.0001
42 C -1.327088 5.078186 -3.656223  0.0001
43 C 2.301176 -0.031650 7.027247  0.0000
44 C -1.429686 -2.245581 -3.966608  0.0005
45 C -5.458207 -0.095434 -0.469972  0.0382
46 C -2.314530 4.168175 -4.014373  -0.0002
47 C -2.404664 2.953771 -3.358259  -0.0008
48 C -4.225401 -0.101991 -1.114226  -0.0270
49 C -1.077566 -3.570432 -3.820879  -0.0014
50 C 1.784439 5.158169 3.609717  -0.0002
51 C 2.002175 -3.751691 3.119829  -0.0004
52 C 4.464845 1.971527 4.350398  -0.0001
53 C 2.559939 1.337680 -0.175383  0.0002
54 C -0.243760 6.242747 2.605657  0.0001
55 C -1.642968 3.477976 3.532051  -0.0002
56 C -5.206747 2.225784 0.061673  0.0027
57 C -3.943591 2.219595 -0.499225  0.0003
58 C 1.300991 -1.431479 2.391971  -0.0019
59 C -0.638253 -4.031453 -2.581717  0.0047
60 C -4.206748 -4.180642 -0.972416  0.0537
61 C 0.475608 1.510061 6.290078  0.0002
62 C -1.485644 2.626137 -2.350815  -0.0010
63 C -0.440123 4.775204 -2.634490  -0.0001
64 C -0.543595 -3.140032 -1.547748  -0.0035
65 B 0.767577 0.794202 1.473400  -0.0007
66 H -3.021962 4.410176 -4.795763  0.0000
67 H -6.932243 1.058730 0.576644  -0.0006
68 H -3.550147 1.245753 4.304435  0.0000
69 H -1.055460 -0.808227 6.558319  0.0000
70 H 2.203642 0.341696 8.046493  0.0000
71 H 6.178381 4.053697 3.726056  0.0000
72 H 5.075984 2.367706 5.161316  0.0000
73 H 5.688800 2.389868 0.325937  0.0000
74 H 2.330346 -4.265755 4.019820  0.0001
75 H 1.147446 -4.291302 2.706379  0.0002
76 H -0.075050 4.745007 5.732307  0.0001
77 H 4.554927 4.409981 3.127746  0.0000
78 H 6.228124 0.427006 2.782863  0.0000
79 H -3.205462 2.271816 -3.623714  0.0000
80 H 0.114876 7.230143 2.896348  0.0000
81 H -4.240920 2.704275 3.595405  0.0001
82 H -7.236410 -1.168366 -0.221084  -0.0029
83 H -1.285245 5.847398 5.043841  0.0000
84 H 5.208231 2.371139 -2.080357  0.0000
85 H 0.127818 6.026902 1.601743  0.0000
86 H 1.157944 2.135170 5.710924  0.0000
87 H -1.947590 0.276464 -3.863720  0.0001
88 H -1.800474 -1.861369 -4.907052  0.0000
89 H 1.708407 -2.473001 5.540091  0.0001
90 H -2.221245 4.120082 4.183497  0.0001
91 H 0.331902 6.422037 5.384237  0.0000
92 H 3.049308 0.575110 6.514979  0.0000
93 H -1.334801 6.280944 2.573725  0.0000
94 H 0.439139 1.892189 7.310062  -0.0001
95 H -0.249243 -0.382802 8.070325  0.0000
96 H -5.605916 3.133971 0.493019  0.0012
97 H 7.030859 1.814093 2.023791  0.0000
98 H 3.466184 2.403029 4.424975  0.0000
99 H -1.260988 6.029694 -4.166331  0.0000
100 H 3.515913 2.324376 -2.584922  0.0001
101 H 2.176502 4.783485 2.665126  0.0000
102 H 2.164015 4.527312 4.416638  0.0000
103 H -3.348919 3.125340 -0.494924  -0.0005
104 H -1.165185 -4.248482 -4.659171  -0.0001
105 H 2.670003 -1.056437 7.090668  0.0000
106 H -4.013643 1.250358 2.605243  -0.0001
107 H 0.311896 5.494885 -2.340429  0.0000
108 H 2.165891 6.167440 3.763637  0.0000
109 H -3.854389 -1.007030 -1.577206  0.0161
110 H 4.412735 0.821381 -2.368477  0.0000
111 H -0.399563 -5.071397 -2.419016  0.0000
112 H 0.237178 -1.830320 7.203907  0.0001
113 H 2.805929 -3.792816 2.383680  0.0000
114 H -0.523235 1.601065 5.857266  0.0000
115 H 4.381596 0.890859 4.485906  0.0000
116 H 5.879533 4.098594 1.993766  0.0000
117 H 0.174146 3.345593 -1.174867  0.0003
118 H -0.234825 -3.458327 -0.563953  -0.0010
119 H 7.038426 1.643289 3.768220  0.0000

Atoms 1-3, force components in eV/Å:
Ir 0.7 0.1 0.1
S -0.1 0.0 -0.2
S -0.6 -0.1 0.2

Summary:
Orbital gap (alpha / beta), eV: 4.581 / 5.101
Energy relative to the best compared isomer or geometry (same formula, charge and spin), kJ/mol: 77.2
Spin multiplicity: 2
Total charge: +3
Highest occupied orbital energy (alpha / beta), eV: -15.132 / -15.651

2.
Here is a molecular structure, C47H54BaCl3N8O3S from the OMol25 dataset. Energies are from the ωB97M-V functional and the def2-TZVPD basis.

Last column: Löwdin charge in e.
Element x y z (Å)
1 Ba 1.437473 0.464953 -0.026126  1.8641
2 Cl 7.250127 -1.438959 -4.211729  0.4766
3 Cl 6.393569 1.101129 -2.791593  0.6168
4 Cl 5.402030 0.527233 -5.539909  0.5033
5 S 4.677366 2.583530 -0.568832  0.6479
6 O 3.604064 1.512523 -1.046145  -0.9920
7 O -0.416087 3.548043 2.177766  0.0031
8 O 5.559520 0.440450 2.059399  0.1398
9 N 1.104740 2.712918 -2.252387  0.0893
10 N 3.836603 -1.599744 -3.119728  0.2256
11 N 4.591690 2.439934 1.192002  -0.2085
12 N 0.048001 1.260060 2.222627  0.0326
13 N 1.359194 -1.588993 1.609976  -0.0925
14 N -1.119313 0.816870 -0.757955  -0.0177
15 N -0.375295 4.609190 -0.014105  0.0431
16 N 0.311533 -1.794329 -1.148939  0.0019
17 C -3.221850 2.487773 3.599102  -0.1705
18 C -1.350603 0.546197 6.454620  -0.0885
19 C -1.912103 1.889499 3.300494  -0.1140
20 C 1.277581 3.935024 -1.701051  -0.2489
21 C 0.592881 -0.631366 3.745734  0.0195
22 C -1.408718 0.848916 3.931801  -0.1263
23 C 0.823121 3.937191 -0.271776  -0.1877
24 C -1.147465 -0.668039 -2.727295  0.0650
25 C -1.783352 1.934716 -0.519515  -0.2089
26 C -1.860591 2.614470 0.858966  0.0043
27 C 4.366574 -4.858184 2.096444  -0.0923
28 C 1.049258 -5.164127 -2.521865  -0.2186
29 C 5.122324 1.422654 1.589470  -0.4831
30 C -0.401986 -1.769777 -2.329010  -0.2646
31 C 1.763384 2.459826 -3.401914  -0.1347
32 C 0.940007 -2.957046 -1.140058  -0.2838
33 C 0.424983 -6.195955 -1.584113  -0.0943
34 C 1.661122 -3.477918 -0.026529  0.0371
35 C -2.365810 -3.702613 -4.310209  -0.0935
36 C -3.047892 4.636154 -2.485013  -0.0941
37 C 2.904742 -4.929283 2.467780  -0.2059
38 C 1.839417 4.953128 -2.417604  -0.0400
39 C -1.431869 0.486073 -2.048997  -0.2975
40 C -1.979305 0.101568 5.103511  -0.1822
41 C 2.514177 3.383209 -4.113207  -0.0653
42 C 2.174218 -3.600240 2.440532  -0.1516
43 C 1.712068 -2.916917 3.491909  -0.1083
44 C -1.176126 4.087046 1.041119  -0.4187
45 C 1.627791 -3.464371 4.892519  -0.1950
46 C -1.991109 5.269039 1.560160  0.0084
47 C -2.313399 1.429676 -2.622140  -0.1604
48 C -3.600290 3.442546 -1.641609  -0.1766
49 C 0.619846 -3.755469 -2.309821  -0.1372
50 C -4.393879 1.797586 2.812327  -0.0569
51 C 4.783402 -1.008791 -3.311099  -0.3818
52 C 2.504364 4.689317 -3.610238  -0.0686
53 C -0.276301 -2.986102 -3.055769  -0.1426
54 C -1.041862 2.228830 2.123429  -0.3450
55 C 1.188134 -1.615333 2.913390  -0.2627
56 C -0.153596 0.513112 3.251905  -0.2580
57 C -0.891369 -3.337998 -4.384458  -0.2081
58 C -2.575713 2.346303 -1.626264  -0.1590
59 C -3.088277 1.304936 -3.859373  -0.2238
60 C 1.800696 -2.872418 1.230452  -0.2148
61 C 5.865605 -0.174400 -3.868033  -1.4202
62 C -4.359992 0.581563 -3.632490  -0.0965
63 C 0.509753 -4.511763 5.174209  -0.0822
64 H -1.602737 -0.718332 -3.668933  0.0883
65 H -3.443851 2.478383 4.659231  0.1062
66 H 2.318582 -5.554267 1.742609  0.1165
67 H -2.912084 2.734958 1.160318  0.0967
68 H -3.358130 2.286453 -4.282032  0.1095
69 H 4.409669 -4.365504 1.124860  0.0735
70 H 0.797910 -7.166829 -1.913050  0.0701
71 H -3.039264 0.240159 5.131458  0.0820
72 H 1.635257 4.249187 0.394784  0.1430
73 H -0.455530 -4.064441 4.898411  0.0767
74 H 0.678849 2.954053 0.116414  0.0269
75 H -2.642148 4.981263 2.388191  0.0644
76 H 4.985934 -4.359798 2.847344  0.0787
77 H 2.162773 -5.284195 -2.428939  0.1235
78 H 2.581968 -3.945362 5.178257  0.1099
79 H -0.640053 -6.036909 -1.552648  0.0715
80 H 3.000941 5.554724 -4.152749  0.1228
81 H 0.779638 -5.462971 -3.522062  0.0831
82 H -3.696274 5.520928 -2.605705  0.0596
83 H -1.475177 1.626911 6.597623  0.0686
84 H 3.025150 3.061720 -5.017713  0.0916
85 H -4.471725 0.760802 3.180105  0.0768
86 H -0.313826 -4.199798 -4.759462  0.0933
87 H -3.240493 3.543486 3.349900  0.0801
88 H -3.863331 3.727903 -0.605907  0.0971
89 H 1.502043 -2.640130 5.561007  0.0805
90 H -1.811488 0.046834 7.315406  0.0640
91 H -1.319778 5.989143 1.925743  0.0663
92 H 0.472362 -0.925965 4.770874  0.0608
93 H -4.952826 0.510577 -4.529563  0.0688
94 H 4.758147 -5.868435 1.991794  0.0651
95 H -2.736971 4.258738 -3.486784  0.0687
96 H -1.880936 -1.008768 4.989838  0.1209
97 H -4.112456 -0.434446 -3.352511  0.0738
98 H -0.138137 5.580745 0.159437  0.1272
99 H -4.148408 1.754245 1.763412  0.0486
100 H 0.559384 -4.758809 6.231510  0.0598
101 H -4.958470 1.102573 -2.908343  0.0638
102 H -2.604711 5.748030 0.780589  0.0906
103 H 0.782947 -6.013329 -0.574884  0.0478
104 H -2.598618 -4.204180 -5.263171  0.0706
105 H -4.582919 3.086540 -2.078717  0.1072
106 H 2.795437 -5.424015 3.423132  0.0874
107 H 0.702532 -5.440725 4.661068  0.0542
108 H 2.131082 -4.432952 -0.172274  0.0811
109 H -2.587968 0.758265 -4.649643  0.1040
110 H 1.576144 1.448295 -3.723417  0.1087
111 H -0.243052 0.421760 6.476033  0.0757
112 H -2.120923 4.999280 -2.001314  0.0541
113 H 1.873980 5.957343 -2.071714  0.0999
114 H -2.526423 -4.384184 -3.486175  0.0721
115 H -3.009587 -2.845777 -4.200150  0.0511
116 H -0.649445 -2.503149 -5.131047  0.1324
117 H -5.350206 2.336876 2.974812  0.0792

Atoms 1-3, force components in eV/Å:
Ba 0.2 -0.2 -0.4
Cl -1.0 1.3 0.3
Cl -0.3 -0.7 -0.4

Summary:
Orbital gap (alpha / beta), eV: 5.173 / 5.172
Spin multiplicity: 1
Total charge: -1
Highest occupied orbital energy (alpha / beta), eV: -3.451 / -3.451

Number 1 is which compound? C47H54BIrN11OPS3